Record 1
ORCA calculation (ωB97M-V/def2-TZVPD) on C30H47CoN7O4PSe2Si2Te as an isolated structure at a distorted geometry.

- Kohn-Sham gap (alpha / beta): 4.716 / 4.618 eV
- E_LUMO (alpha / beta): -1.42 / -1.51 eV
- Total energy: -9229.711405 Ha

Geometry (Å):
1 Co 0.482 -0.783 -1.078
2 C 0.846 -3.935 0.672
3 Si 1.267 -2.414 1.687
4 C 3.055 -2.729 2.254
5 C 0.213 -2.475 3.242
6 N 0.990 -0.919 0.838
7 C 1.203 0.297 1.457
8 C 2.176 0.456 2.474
9 C 2.603 1.693 2.917
10 C 2.061 2.854 2.382
11 C 1.001 2.733 1.504
12 C 0.525 1.494 1.080
13 N -0.647 1.403 0.257
14 Si -1.357 2.806 -0.628
15 C -0.001 3.283 -1.825
16 C -1.858 4.334 0.365
17 C -2.897 2.241 -1.527
18 H 0.709 -4.772 1.370
19 H 1.657 -4.203 -0.009
20 H -0.068 -3.828 0.085
21 H 3.243 -3.809 2.242
22 H 3.217 -2.384 3.280
23 H 3.806 -2.253 1.615
24 H 0.637 -3.186 3.960
25 H -0.809 -2.796 3.023
26 H 0.148 -1.496 3.728
27 H 2.655 -0.430 2.863
28 H 3.386 1.750 3.665
29 H 2.420 3.832 2.680
30 H 0.527 3.633 1.138
31 H 0.981 3.340 -1.351
32 H -0.223 4.262 -2.266
33 H 0.056 2.554 -2.639
34 H -1.322 4.462 1.305
35 H -2.922 4.295 0.603
36 H -1.679 5.222 -0.253
37 H -2.745 2.282 -2.608
38 H -3.742 2.886 -1.270
39 H -3.162 1.217 -1.261
40 Se 1.823 -0.494 -4.554
41 Se -0.792 -0.276 -3.359
42 C -1.908 -1.332 -2.252
43 C -3.180 -1.767 -2.605
44 C -3.907 -2.491 -1.677
45 C -3.350 -2.759 -0.432
46 C -2.083 -2.285 -0.159
47 N -1.386 -1.587 -1.054
48 C 2.449 0.637 -3.174
49 C 3.220 1.737 -3.574
50 C 3.843 2.531 -2.635
51 C 3.709 2.197 -1.294
52 C 2.910 1.123 -0.968
53 N 2.250 0.364 -1.867
54 H -3.564 -1.532 -3.588
55 H -4.904 -2.840 -1.919
56 H -3.889 -3.315 0.322
57 H -1.606 -2.453 0.799
58 H 3.314 1.934 -4.633
59 H 4.432 3.387 -2.940
60 H 4.199 2.757 -0.509
61 H 2.810 0.834 0.065
62 C -1.007 3.526 4.731
63 C -2.094 2.604 4.230
64 O -1.660 2.045 2.971
65 P -2.597 1.015 2.192
66 O -1.682 0.584 0.966
67 Te -3.440 -0.755 3.421
68 O -3.696 2.007 1.564
69 C -5.130 1.790 1.569
70 C -5.583 0.901 0.428
71 H -1.254 3.863 5.740
72 H -0.902 4.401 4.085
73 H -0.052 2.997 4.754
74 H -3.032 3.147 4.083
75 H -2.277 1.797 4.937
76 H -5.565 2.785 1.481
77 H -5.430 1.364 2.525
78 H -5.393 1.371 -0.538
79 H -6.654 0.703 0.522
80 H -5.053 -0.051 0.466
81 C 4.298 -3.839 -3.680
82 N 2.985 -3.729 -3.082
83 C 1.777 -4.226 -3.697
84 C 0.702 -3.593 -2.812
85 O -0.465 -3.896 -2.862
86 N 1.314 -2.682 -1.961
87 C 2.623 -2.824 -2.158
88 N 3.531 -2.203 -1.390
89 H 4.322 -4.732 -4.300
90 H 5.064 -3.943 -2.910
91 H 4.525 -2.972 -4.309
92 H 1.722 -5.314 -3.674
93 H 1.656 -3.871 -4.724
94 H 3.155 -1.473 -0.803
95 H 4.469 -2.087 -1.729

=====

Record 2
ORCA calculation (ωB97M-V/def2-TZVPD) on a 6-piece molecular cluster, C30H47NO8 overall at a distorted geometry.

- Kohn-Sham gap: 8.803 eV
- ΔE to the lowest compared entry with this formula, charge and spin: 0.0 kJ/mol
- E_LUMO: -0.12 eV
- Total energy: -1828.019928 Ha

Geometry (Å):
1 N 5.654 -2.772 5.009
2 C 4.862 -1.696 4.374
3 C 5.146 -1.617 2.890
4 C 4.118 -0.841 2.063
5 C 4.333 0.626 2.008
6 C 4.032 1.635 2.823
7 C 3.285 1.602 4.096
8 C 1.905 2.295 3.908
9 C 0.847 1.338 3.439
10 C 0.605 0.117 4.077
11 C -0.389 -0.751 3.633
12 C -1.174 -0.423 2.525
13 C -0.935 0.784 1.875
14 C 0.057 1.652 2.328
15 C 4.506 2.884 2.184
16 O 4.432 4.000 2.557
17 O 5.059 2.564 0.957
18 C 4.954 1.210 0.793
19 O 5.297 0.636 -0.180
20 H 6.409 -2.369 5.549
21 H 5.083 -3.258 5.688
22 H 3.805 -1.886 4.550
23 H 5.082 -0.749 4.869
24 H 6.121 -1.141 2.761
25 H 5.222 -2.631 2.526
26 H 3.094 -1.072 2.345
27 H 4.239 -1.185 1.039
28 H 3.849 2.066 4.899
29 H 3.094 0.570 4.348
30 H 2.009 3.088 3.176
31 H 1.608 2.781 4.835
32 H 1.196 -0.159 4.940
33 H -0.543 -1.684 4.154
34 H -1.945 -1.095 2.192
35 H -1.531 1.029 1.008
36 H 0.213 2.576 1.789
37 C -5.827 -1.300 1.214
38 C -4.758 -0.522 0.486
39 C -5.185 0.751 -0.199
40 O -3.609 -0.904 0.456
41 H -5.391 -2.191 1.661
42 H -6.268 -0.684 1.998
43 H -6.613 -1.597 0.517
44 H -5.605 1.447 0.529
45 H -5.941 0.536 -0.956
46 H -4.328 1.217 -0.679
47 C 0.901 -4.645 2.014
48 C 2.409 -4.631 1.941
49 C 3.066 -5.736 1.154
50 O 3.059 -3.762 2.474
51 H 0.557 -3.794 2.598
52 H 0.481 -4.582 1.009
53 H 0.558 -5.568 2.484
54 H 2.723 -5.704 0.119
55 H 2.811 -6.705 1.586
56 H 4.145 -5.605 1.176
57 C -5.414 1.555 -4.836
58 C -4.504 2.084 -3.757
59 C -3.029 1.821 -3.921
60 O -4.939 2.694 -2.806
61 H -6.444 1.815 -4.598
62 H -5.146 2.001 -5.795
63 H -5.330 0.468 -4.902
64 H -2.674 2.270 -4.850
65 H -2.842 0.746 -3.954
66 H -2.486 2.253 -3.083
67 C -7.000 5.167 -5.610
68 C -6.067 5.261 -6.793
69 C -6.450 6.221 -7.892
70 O -5.058 4.597 -6.855
71 H -6.605 4.448 -4.896
72 H -7.088 6.139 -5.124
73 H -7.989 4.842 -5.940
74 H -6.518 7.235 -7.496
75 H -7.419 5.942 -8.310
76 H -5.700 6.193 -8.678
77 C 2.857 -3.364 -3.042
78 C 3.724 -3.130 -1.828
79 C 4.762 -2.041 -1.932
80 O 3.586 -3.787 -0.820
81 H 2.153 -4.169 -2.840
82 H 2.303 -2.456 -3.286
83 H 3.478 -3.637 -3.897
84 H 4.283 -1.081 -2.130
85 H 5.458 -2.263 -2.742
86 H 5.311 -1.970 -0.998

=====

Record 3
ORCA calculation (ωB97M-V/def2-TZVPD) on a 13-piece molecular cluster, C30H48B2Cl36N2O8PS overall at a distorted geometry.

- Kohn-Sham gap: 5.561 eV
- Total charge: -1
- E_LUMO: 1.49 eV
- Total energy: -19239.434441 Ha

Geometry (Å):
1 C -4.172 -4.010 1.886
2 C -2.772 -3.436 1.298
3 C -2.239 -4.479 0.213
4 C -0.901 -4.049 -0.564
5 C -0.187 -2.734 -0.025
6 O 1.274 -2.822 -0.219
7 B 1.748 -1.489 0.250
8 C 2.168 -1.317 1.828
9 C 2.400 -2.689 2.621
10 S 1.814 -2.607 4.410
11 C 0.548 -3.955 4.525
12 N 0.522 -5.136 3.685
13 N -0.529 -5.953 3.941
14 C -1.183 -5.268 5.023
15 O -0.563 -4.069 5.409
16 B 2.981 -0.868 -0.734
17 O 3.187 -1.407 -2.088
18 O 3.860 0.225 -0.356
19 C 3.139 1.424 -0.015
20 C 4.068 2.701 0.248
21 O 0.622 -0.564 -0.131
22 C -0.395 -1.333 -0.844
23 C -1.858 -0.714 -0.933
24 C -2.854 -1.534 -1.885
25 P -4.626 -0.859 -1.646
26 O -5.261 -1.667 -0.507
27 O -5.504 -0.877 -3.101
28 C -6.555 -1.874 -3.100
29 C -6.037 -3.366 -3.432
30 O -4.406 0.777 -1.180
31 C -5.666 1.362 -0.747
32 C -5.640 1.488 0.845
33 H -4.593 -4.740 1.101
34 H -3.975 -4.654 2.818
35 H -4.928 -3.199 2.126
36 H -2.065 -3.329 2.188
37 H -2.972 -2.389 0.906
38 H -2.131 -5.493 0.751
39 H -3.080 -4.605 -0.563
40 H -1.158 -3.978 -1.683
41 H -0.178 -4.938 -0.485
42 H -0.240 -2.462 1.081
43 H 1.323 -0.750 2.366
44 H 3.110 -0.682 1.994
45 H 3.525 -2.938 2.671
46 H 1.904 -3.594 2.156
47 H -2.100 -5.800 5.412
48 H 3.759 -2.197 -2.055
49 H 2.417 1.708 -0.860
50 H 2.470 1.313 0.920
51 H 4.190 2.926 1.373
52 H 5.081 2.669 -0.278
53 H 3.522 3.627 -0.171
54 H 0.084 -1.547 -1.861
55 H -2.336 -0.514 0.086
56 H -1.741 0.325 -1.421
57 H -2.931 -2.643 -1.650
58 H -2.631 -1.406 -3.003
59 H -7.191 -1.904 -2.159
60 H -7.274 -1.606 -3.958
61 H -5.322 -3.663 -2.599
62 H -5.521 -3.396 -4.459
63 H -6.974 -4.029 -3.452
64 H -5.714 2.413 -1.182
65 H -6.537 0.748 -1.151
66 H -5.835 0.461 1.293
67 H -6.440 2.202 1.262
68 H -4.623 1.833 1.256
69 C 7.441 5.251 -1.173
70 Cl 6.895 6.878 -0.747
71 Cl 7.785 4.308 0.284
72 Cl 6.233 4.433 -2.172
73 H 8.362 5.338 -1.751
74 C -9.427 2.474 2.967
75 Cl -8.021 3.548 3.014
76 Cl -9.325 1.380 1.584
77 Cl -9.561 1.561 4.476
78 H -10.321 3.083 2.855
79 C 6.047 0.074 2.365
80 Cl 6.390 -1.621 1.993
81 Cl 4.743 0.198 3.552
82 Cl 7.506 0.889 2.953
83 H 5.724 0.567 1.449
84 C -7.818 -5.815 2.736
85 Cl -6.730 -5.162 3.968
86 Cl -9.507 -5.609 3.225
87 Cl -7.526 -5.041 1.173
88 H -7.619 -6.879 2.633
89 C -9.343 -3.509 -6.254
90 Cl -9.726 -2.665 -4.748
91 Cl -7.592 -3.579 -6.506
92 Cl -10.035 -5.137 -6.245
93 H -9.785 -2.954 -7.079
94 C 9.286 7.474 -4.162
95 Cl 8.609 8.973 -3.509
96 Cl 9.808 6.404 -2.852
97 Cl 8.107 6.658 -5.197
98 H 10.155 7.726 -4.765
99 C 3.861 9.230 0.913
100 Cl 4.474 9.298 -0.746
101 Cl 2.174 9.760 0.976
102 Cl 4.024 7.594 1.569
103 H 4.456 9.905 1.525
104 C 3.081 -6.050 -0.007
105 Cl 2.077 -5.763 1.423
106 Cl 3.887 -7.624 0.107
107 Cl 2.117 -5.958 -1.487
108 H 3.845 -5.277 -0.048
109 C -1.372 7.523 1.874
110 Cl -1.735 8.352 3.395
111 Cl 0.377 7.441 1.609
112 Cl -2.079 5.901 1.868
113 H -1.815 8.092 1.059
114 C -0.707 12.459 1.687
115 Cl -0.392 10.759 1.312
116 Cl -2.035 12.605 2.847
117 Cl 0.753 13.237 2.314
118 H -0.997 12.964 0.769
119 C 11.201 2.234 -2.511
120 Cl 11.752 1.540 -0.980
121 Cl 9.627 3.015 -2.308
122 Cl 12.391 3.385 -3.136
123 H 11.092 1.427 -3.232
124 C 7.852 -7.672 -1.558
125 Cl 6.557 -6.504 -1.274
126 Cl 7.535 -8.609 -3.026
127 Cl 9.417 -6.854 -1.669
128 H 7.884 -8.359 -0.715

=====

- Which of these has the lowest total energy?
  C30H48B2Cl36N2O8PS

=====

- What is the total energy in the second record?
  -1828.019928 Ha

=====

- total energy of number 1 (C30H47CoN7O4PSe2Si2Te)?
  -9229.711405 Ha